## one
DFT (ωB97M-V/def2-TZVPD) results for a 17-piece molecular cluster, H34O17 overall.

Results
- Gap between HOMO and LUMO: 0.301 Eh
- LUMO energy: -1.36 eV

ORCA input file:
```
! RIJCOSX wB97M-V def2-TZVPD def2/J DEFGRID3
* xyz 0 1
O -2.375 0.570 1.383
H -2.823 0.917 2.178
H -2.849 0.864 0.663
O -0.332 -0.457 -3.483
H 0.515 -0.050 -3.167
H -1.035 -0.157 -2.908
O 2.992 -0.097 2.238
H 2.019 0.106 2.315
H 3.239 0.663 1.746
O 0.456 0.058 2.842
H -0.069 -0.640 2.429
H 0.239 -0.264 3.722
O 1.942 -2.745 -2.257
H 1.214 -2.353 -1.820
H 2.383 -1.991 -2.617
O -0.943 2.556 3.085
H -0.553 1.885 2.542
H -0.855 2.160 3.968
O -3.379 -1.588 -0.199
H -2.815 -1.472 0.559
H -3.771 -2.407 0.108
O 1.746 -1.813 0.418
H 1.293 -2.474 0.962
H 2.136 -1.343 1.142
O -0.874 3.125 0.184
H -1.166 2.676 1.002
H -1.207 3.991 0.089
O -0.853 -1.954 1.616
H -1.547 -1.897 2.267
H -0.824 -2.917 1.430
O -0.790 -2.489 -1.766
H -1.226 -2.039 -1.065
H -0.769 -1.678 -2.331
O 0.076 0.195 -0.367
H 0.549 -0.580 -0.075
H -0.718 0.274 0.149
O -0.790 2.700 -2.361
H -1.685 2.854 -2.712
H -0.898 2.804 -1.426
O 2.100 2.050 0.454
H 2.057 2.297 1.407
H 1.345 1.464 0.319
O -2.539 0.115 -2.087
H -2.991 -0.062 -2.892
H -2.918 -0.461 -1.432
O 1.980 0.405 -2.217
H 1.287 0.542 -1.554
H 2.750 0.212 -1.706
O 3.896 -0.506 -0.596
H 3.250 -1.128 -0.280
H 4.134 0.079 0.102
*
```

## two
DFT (ωB97M-V/def2-TZVPD) results for a 17-piece molecular cluster, H34O17 overall.

Results
- Gap between HOMO and LUMO: 0.377 Eh
- LUMO energy: -0.43 eV

ORCA input file:
```
! RIJCOSX wB97M-V def2-TZVPD def2/J DEFGRID3
* xyz 0 1
O 4.474 -2.393 0.223
H 4.777 -1.978 -0.542
H 4.698 -1.950 0.934
O 5.250 2.049 -1.468
H 5.566 1.717 -2.301
H 4.272 2.039 -1.285
O -1.412 -2.543 -4.804
H -1.575 -2.921 -3.992
H -2.114 -1.969 -5.045
O -0.177 1.285 -3.601
H 0.332 2.096 -3.884
H -1.093 1.335 -3.914
O -3.537 -1.683 3.346
H -3.271 -2.459 2.948
H -4.402 -1.880 3.497
O -0.271 -1.676 2.184
H 0.517 -2.156 2.159
H -0.134 -1.106 2.897
O -0.276 -0.206 0.024
H 0.073 -0.409 0.941
H 0.588 -0.513 -0.330
O 2.389 -2.688 1.544
H 3.044 -2.090 0.966
H 2.254 -3.327 0.894
O 0.801 -3.468 -0.321
H 0.219 -2.827 -0.037
H 0.443 -4.334 -0.321
O -4.753 -2.810 -0.488
H -4.878 -2.730 -1.420
H -4.823 -1.878 -0.231
O 1.243 0.170 4.551
H 2.082 0.600 4.336
H 0.535 0.809 4.136
O -0.224 5.553 -1.486
H -0.451 4.732 -1.281
H -0.167 5.984 -0.581
O 3.228 3.090 0.984
H 3.519 4.015 0.958
H 3.596 2.692 1.656
O -0.454 3.112 -0.955
H 0.025 2.711 -1.858
H -0.913 2.330 -0.463
O -1.870 1.598 2.825
H -1.761 0.802 2.420
H -1.011 1.745 3.361
O -2.393 -2.950 0.549
H -3.141 -2.365 0.697
H -1.653 -2.424 1.108
O -2.342 3.066 -3.572
H -3.117 3.215 -3.110
H -1.712 2.988 -2.851
*
```

## three
DFT (ωB97M-V/def2-TZVPD) results for a 17-piece molecular cluster, H34O17 overall.

Results
- Gap between HOMO and LUMO: 0.385 Eh
- LUMO energy: -0.18 eV

ORCA input file:
```
! RIJCOSX wB97M-V def2-TZVPD def2/J DEFGRID3
* xyz 0 1
O 0.697 -4.499 0.599
H 0.208 -5.330 0.605
H 0.733 -4.347 -0.373
O -2.328 -1.085 -1.200
H -1.699 -1.814 -1.306
H -2.105 -0.909 -0.265
O 2.599 2.246 -3.324
H 2.620 2.569 -2.416
H 3.444 2.514 -3.693
O 2.132 -0.502 -1.121
H 3.069 -0.734 -1.172
H 2.140 0.057 -0.336
O 0.455 -4.575 -2.143
H -0.478 -4.409 -2.308
H 0.815 -3.676 -2.028
O -4.116 1.276 -1.429
H -3.405 0.670 -1.187
H -3.918 1.768 -2.232
O -0.107 -0.750 3.858
H 0.518 -0.592 4.569
H -0.022 -1.695 3.672
O -1.765 0.143 1.259
H -1.180 -0.353 1.864
H -2.457 0.408 1.878
O -4.162 -2.628 -3.026
H -3.689 -3.428 -2.812
H -3.791 -1.762 -2.860
O -0.617 1.054 -1.425
H -0.891 1.087 -0.501
H -0.243 1.907 -1.660
O 0.127 -1.885 -2.315
H 0.844 -1.279 -2.008
H -0.186 -1.326 -3.040
O -0.773 -2.381 1.812
H -0.066 -2.528 1.168
H -1.473 -2.958 1.493
O 1.794 4.942 2.964
H 1.190 4.239 3.223
H 1.348 5.503 2.320
O 2.947 2.416 0.152
H 3.616 2.687 0.783
H 2.113 2.329 0.629
O -0.971 4.259 -0.152
H -1.425 4.766 0.524
H -1.568 4.148 -0.900
O 4.069 -0.715 2.049
H 4.282 -1.055 2.930
H 3.175 -1.060 1.943
O -0.135 2.512 2.456
H -0.690 1.743 2.625
H -0.676 3.034 1.857
*
```

## four
DFT (ωB97M-V/def2-TZVPD) results for a 17-piece molecular cluster, H34O17 overall.

Results
- Gap between HOMO and LUMO: 0.394 Eh
- LUMO energy: -0.13 eV

ORCA input file:
```
! RIJCOSX wB97M-V def2-TZVPD def2/J DEFGRID3
* xyz 0 1
O 0.701 2.172 -2.036
H 0.248 1.867 -2.793
H 1.139 1.602 -1.440
O 3.275 -0.032 -1.551
H 3.175 0.070 -2.517
H 4.144 0.315 -1.453
O -3.705 2.357 -3.615
H -3.413 1.460 -3.540
H -3.115 2.958 -3.208
O -4.119 -2.292 0.725
H -3.313 -1.712 0.568
H -4.421 -2.906 0.031
O -0.245 -5.684 -0.350
H 0.374 -4.910 -0.434
H -0.778 -5.641 -1.112
O 0.053 -1.009 4.162
H -0.136 -1.965 4.166
H 0.572 -0.992 4.960
O -0.032 5.435 -0.515
H 0.834 5.347 -0.045
H -0.006 4.736 -1.162
O 2.174 -4.051 -2.820
H 2.842 -3.414 -3.164
H 2.169 -4.035 -1.843
O -1.787 1.389 -1.940
H -2.300 0.659 -2.291
H -1.756 2.095 -2.601
O -1.597 -1.414 -3.481
H -1.079 -2.243 -3.589
H -2.091 -1.408 -4.304
O 1.757 0.918 2.819
H 0.955 0.466 2.460
H 1.612 0.760 3.750
O 3.433 -0.245 1.001
H 3.514 0.687 1.174
H 3.452 -0.599 1.900
O 3.169 3.645 2.015
H 3.360 3.725 2.924
H 2.396 3.159 1.559
O -2.038 -2.833 2.203
H -1.909 -3.817 2.015
H -2.865 -2.721 2.735
O 1.468 -2.841 -0.466
H 2.197 -2.233 -0.238
H 0.836 -2.117 -0.171
O -1.081 4.847 2.186
H -0.407 4.588 1.566
H -0.554 4.930 2.973
O -1.669 -0.138 1.515
H -1.879 -0.935 1.947
H -2.020 0.570 2.150
*
```

Stability check: which of them is most stable? three.

## one
DFT (ωB97M-V/def2-TZVPD) results for a 2-piece molecular cluster, H2N3O3P overall.

Results
- Gap between HOMO and LUMO (alpha / beta): 0.185 / 0.239 Eh
- LUMO energy (alpha / beta): 7.32 / 7.51 eV

ORCA input file:
```
! RIJCOSX wB97M-V def2-TZVPD def2/J DEFGRID3
* xyz -2 1
N 1.659 0.345 1.303
N 1.132 -0.696 1.334
N 1.610 1.550 0.931
O -2.769 0.004 -0.361
O -0.575 -0.270 -1.775
O -1.975 -2.326 -0.916
P -1.579 -0.940 -0.445
H 0.019 0.301 -1.280
H 2.478 2.032 1.209
*
```

## two
DFT (ωB97M-V/def2-TZVPD) results for H2N3O3P as an isolated structure.

Results
- Gap between HOMO and LUMO (alpha / beta): 0.219 / 0.220 Eh
- LUMO energy (alpha / beta): 7.60 / 7.60 eV

ORCA input file:
```
! RIJCOSX wB97M-V def2-TZVPD def2/J DEFGRID3
* xyz -2 1
N -0.962 1.202 -0.309
N -1.868 0.802 -1.012
N 0.169 0.533 -0.026
O -0.907 -1.893 -2.794
O -0.624 -1.961 -0.271
O -3.070 -2.011 -1.534
P -1.659 -1.513 -1.560
H -0.264 -1.004 -0.259
H 0.967 1.192 0.388
*
```

Stability check: which of them is most stable? two.

## one
DFT (ωB97M-V/def2-TZVPD) results for the molecule C9H16N2O4.

Results
- SMILES: C[C@@H](O)[C@H](N)C(=O)N1CCC[C@H]1C(=O)O
- Gap between HOMO and LUMO: 0.358 Eh
- LUMO energy: 0.63 eV

ORCA input file:
```
! RIJCOSX wB97M-V def2-TZVPD def2/J DEFGRID3
* xyz 0 1
C -1.679 -1.004 0.358
C -0.310 -1.595 -0.234
C -2.298 0.290 -0.381
C -3.818 0.199 -0.330
C 1.160 0.404 0.567
C 0.950 1.667 -0.226
C 2.591 0.222 0.993
C 3.228 -0.573 -0.074
C 2.090 -1.607 -0.460
H -1.951 0.163 1.933
H -1.800 -1.481 2.377
H -2.298 -1.942 0.111
H -2.064 0.387 -1.420
H -0.919 1.541 0.113
H -4.233 1.015 -1.023
H -4.272 -0.724 -0.878
H -4.317 0.500 0.699
H 0.615 0.738 1.448
H 2.510 -0.332 1.949
H 3.309 1.024 1.179
H 4.161 -1.086 0.096
H 3.302 -0.003 -1.050
H 1.770 -1.790 -1.479
H 2.328 -2.555 0.107
H 0.513 2.354 -2.046
N -1.473 -0.738 1.783
N 0.897 -0.981 0.145
O -0.413 -2.510 -1.048
O -1.859 1.553 0.275
O 1.161 2.725 0.260
O 0.598 1.510 -1.599
*
```

## two
DFT (ωB97M-V/def2-TZVPD) results for the molecule C9H16N2O4.

Results
- SMILES: C[C@@H](O)[C@H](NC(=O)[C@@H]1CCCN1)C(=O)O
- Gap between HOMO and LUMO: 0.345 Eh
- LUMO energy: 0.56 eV

ORCA input file:
```
! RIJCOSX wB97M-V def2-TZVPD def2/J DEFGRID3
* xyz 0 1
C -1.575 0.188 0.266
C -0.326 -0.117 -0.517
C -2.332 -1.077 0.834
C -3.777 -0.672 0.732
C -3.875 0.381 -0.379
C 2.093 -0.164 -0.700
C 2.516 -1.496 -0.311
C 3.192 0.840 -0.074
C 2.801 2.267 -0.205
H -2.217 0.790 -1.508
H -1.222 0.787 1.132
H -2.094 -1.418 1.882
H -2.187 -1.914 0.189
H -3.892 -0.230 1.751
H -4.497 -1.503 0.598
H -4.585 1.228 -0.176
H -4.240 0.033 -1.289
H 0.946 0.431 1.054
H 1.696 -0.118 -1.781
H 4.104 0.622 -0.672
H 3.452 -0.445 1.355
H 1.943 2.636 0.389
H 2.477 2.393 -1.253
H 3.377 3.109 -0.008
H 1.816 -3.225 -0.037
N -2.475 0.869 -0.573
N 0.879 0.054 0.051
O -0.354 -0.586 -1.662
O 3.666 -1.885 -0.067
O 3.277 0.516 1.335
O 1.415 -2.294 -0.357
*
```

Stability check: which of them is most stable? two.

## one
DFT (ωB97M-V/def2-TZVPD) results for an isolated ion of composition C9H11N2S and charge +1.

Results
- Gap between HOMO and LUMO (alpha / beta): 0.182 / 0.218 Eh
- LUMO energy (alpha / beta): -6.06 / -5.37 eV

ORCA input file:
```
! RIJCOSX wB97M-V def2-TZVPD def2/J DEFGRID3
* xyz 1 1
C -1.552 0.523 -0.619
C 0.143 2.401 -1.898
C 0.471 -0.812 -0.208
C -2.363 0.432 0.472
C 2.410 -0.133 -1.212
C -0.127 0.302 -0.749
C 0.654 1.225 -1.544
C -3.032 -0.267 2.853
C 2.459 -1.850 0.564
N 1.928 0.843 -1.872
N 1.797 -0.931 -0.294
S -1.713 0.103 1.935
H -2.028 1.005 -1.447
H 0.738 3.057 -2.482
H 0.021 -1.610 0.399
H -3.490 0.552 0.423
H 3.420 -0.485 -1.518
H -2.793 -0.350 3.883
H -3.898 -0.554 2.424
H 1.933 -2.791 0.600
H 2.456 -1.311 1.654
H 3.426 -1.923 0.284
H -0.859 2.575 -1.648
*
```

## two
DFT (ωB97M-V/def2-TZVPD) results for an isolated ion of composition C9H11N2S and charge +1.

Results
- Gap between HOMO and LUMO: 0.330 Eh
- LUMO energy: -3.81 eV

ORCA input file:
```
! RIJCOSX wB97M-V def2-TZVPD def2/J DEFGRID3
* xyz 1 1
C -1.380 -1.966 1.433
C -1.276 -2.185 0.066
C -0.746 -0.968 2.113
C -0.561 -1.388 -0.735
C 0.017 -0.113 1.231
C 0.163 -0.330 -0.153
C 0.270 1.431 -1.884
C 0.732 1.122 1.623
C 1.009 0.711 -0.744
N 0.199 1.010 -3.111
N 1.201 1.656 0.364
S -0.512 2.793 -1.407
H -2.185 -2.595 1.894
H -1.669 -3.118 -0.354
H -0.786 -0.801 3.154
H -0.336 -1.737 -1.841
H 0.071 1.746 2.158
H 1.650 0.895 2.078
H 2.097 0.442 -1.151
H 0.288 -0.066 -3.206
H -0.327 1.500 -3.792
H 0.067 2.462 -0.033
H 2.115 2.096 0.433
*
```

Stability check: which of them is most stable? two.